102
Properties=species:S:1:pos:R:3 method="wB97M-V/def2-TZVPD" lumo_ev=-1.4 homo_ha=-0.3517 e_tot_ha=-15197.48258
Cl -1.43987 -4.79852 8.70565
Cl -3.24498 -10.37756 -7.27774
Cl -3.92804 6.28342 1.32758
Cl -3.75390 6.02278 4.95372
Cl 1.22948 2.73892 -2.84660
Cl -3.99184 -6.35808 -5.76118
Cl -5.55789 -5.66783 -3.39512
Cl -6.72891 1.83699 -1.77914
Cl 4.99288 -4.53399 1.45737
Cl 8.90333 -0.39427 6.64864
Cl 4.52001 -1.81934 2.42653
Cl -4.01272 6.82462 -7.43218
Cl -4.66957 8.54016 -5.16344
Cl 4.25367 -1.58842 6.77987
Cl 2.28876 -3.65081 6.13787
Cl 1.93874 -4.05352 -4.22689
Cl 8.68193 0.34419 2.71403
Cl 3.68177 -3.95389 -1.88734
Cl -3.42753 3.59298 0.31161
Cl 0.14114 8.08499 -5.41618
Cl -1.56253 -10.33641 -4.89217
Cl -5.44400 -0.54224 -2.87645
Cl -4.39707 8.62644 3.79521
Cl -0.30931 3.42789 -0.46071
Cl -2.11714 -5.17022 5.89093
Cl 10.87261 1.66686 7.27978
Cl 10.99360 -0.18220 -1.45001
Cl 7.20258 2.72410 3.52606
Cl 10.25870 2.52971 -0.65713
Cl 0.76733 6.94468 -2.80352
O 0.26796 0.09270 -0.17465
O 1.86276 -1.50674 -0.19137
O -6.51924 -1.39544 1.71418
O -2.75446 -2.14527 -2.15281
C -5.74162 -1.41336 0.78300
C -4.43837 -0.56383 0.79976
C -3.58598 8.28814 -6.53699
C -2.16801 0.09109 -0.05634
C 10.47052 0.30775 6.22487
C 3.04291 -3.05844 -3.27018
C -2.06120 1.09071 1.02458
C 0.73946 -1.19354 0.12425
C -0.92723 -5.48458 7.15984
C 3.85738 -2.94757 5.72085
C 1.05521 3.86890 -1.49612
C -3.57362 -1.76763 -1.33540
C -0.93916 -0.03169 -1.01651
C 0.90842 6.74615 -4.55581
C 4.56041 -2.87892 1.00825
C -4.32562 0.40030 1.89782
C -5.95618 -2.30455 -0.46705
C -4.86089 7.40042 4.98215
C -4.17331 -5.23557 -4.40714
C -6.76958 0.61887 -3.05780
C -3.35607 -0.73820 -0.21841
C -3.14313 1.27786 2.04282
C 7.22391 0.95788 3.50855
C -0.14725 -2.28157 0.81229
C 9.84597 0.81494 -0.54661
C -4.99186 -2.43904 -1.41624
C -2.16585 -9.40628 -6.26909
C -3.87173 5.25336 -0.10738
H -0.84471 -1.01139 -1.53909
H 3.87139 -2.74598 -3.90008
H 3.82267 -2.59546 4.69391
H -1.14508 1.71448 1.12874
H -3.13343 5.65207 -0.79907
H -4.84180 7.84583 5.97304
H -0.80828 -6.55866 7.27315
H 0.01927 -5.03549 6.87274
H 1.96698 3.85455 -0.90421
H 0.42377 5.81732 -4.84508
H 0.88546 4.86750 -1.89399
H -6.92467 -2.84874 -0.60216
H -0.54706 -1.95732 1.81649
H 0.38335 -3.25562 0.94766
H -3.03722 2.01586 2.87106
H 4.62434 -3.71046 5.82420
H 10.43199 0.65849 5.19675
H 11.23654 -0.45618 6.32658
H 8.85063 0.66501 -0.95621
H -4.85210 5.24809 -0.57664
H -0.93011 0.86402 -1.68469
H -2.71336 -8.54392 -5.89796
H -3.27158 -5.26490 -3.80141
H 5.29730 -2.49967 0.30588
H -5.14093 0.50906 2.65468
H 9.86469 0.51580 0.49756
H 6.34943 0.59909 2.96885
H 2.50597 -2.18641 -2.90483
H -4.32224 -4.23287 -4.79896
H 3.57840 -2.88341 0.54583
H 1.96108 6.71241 -4.82286
H -6.67644 1.11387 -4.02090
H 7.20050 0.59391 4.53246
H -1.32160 -9.07902 -6.87010
H -1.06806 -2.51268 0.19631
H -5.21060 -3.08040 -2.30714
H -3.65801 9.14285 -7.20419
H -2.56878 8.18986 -6.16847
H -7.71451 0.08398 -3.00642
H -5.86403 7.05091 4.75312

***

38
Properties=species:S:1:pos:R:3 method="wB97M-V/def2-TZVPD" de_lowest_kj_mol=221.89 lumo_ev=0.4 homo_ha=-0.3380 e_tot_ha=-712.58196
O -3.33286 -1.50449 -1.50866
O 1.35589 4.33013 -0.67865
O 2.67386 2.40649 0.57902
O -0.23068 -2.30451 2.97734
O -3.17335 -1.99270 1.38405
N 1.30961 -0.43571 -0.93458
C 0.08050 1.22632 0.29891
C 0.12970 1.24710 -2.22743
C 1.21803 -1.80148 -1.49256
C -0.08563 0.51346 1.59584
C 0.06219 0.39120 -0.97446
C -0.19544 1.22875 2.70453
C 0.30734 -2.86004 -0.85819
H -3.59614 -0.86865 -2.17850
H 1.74926 3.44665 -0.62150
H -2.38364 -1.61965 -1.57990
H 0.53344 2.24680 -2.09894
H -0.16856 -0.55622 1.57357
H -0.75734 -2.67929 -0.96733
H 1.50128 -0.65841 0.04228
H 3.18206 1.61054 0.39730
H 0.59553 -1.90565 2.71178
H -0.58589 2.08256 0.12009
H -3.80431 -1.54846 1.95232
H 1.31976 4.80643 0.14984
H -0.41079 0.84564 3.70020
H 0.73661 -3.83613 -1.08061
H -0.18890 2.31195 2.78427
H -1.01778 -1.96921 2.53968
H 2.96885 2.83083 1.38960
H -3.48983 -2.00873 0.47158
H 2.25676 -2.13674 -1.49008
H -0.85758 1.46894 -2.64551
H 1.06455 1.75351 0.26647
H 0.42951 -2.84285 0.24203
H 0.70608 0.77048 -3.02531
H 0.88938 -1.69586 -2.53529
H -0.79148 -0.29302 -0.98319

***

20
Properties=species:S:1:pos:R:3 method="wB97M-V/def2-TZVPD" de_lowest_kj_mol=333.20 lumo_ev="2.9 / 2.9" homo_ha="-0.1657 / -0.1657" e_tot_ha=-2990.56933 charge=-1
Se -1.86244 -0.04597 1.08418
O 0.45533 2.18364 2.00011
O 2.32914 -1.31732 -0.07274
O 1.43387 -3.31511 -0.56220
O 1.97487 0.93421 1.06409
N 0.05032 0.03123 -0.80893
C -0.33721 0.72793 0.32889
C 1.34752 -2.08631 -0.41998
C -0.10848 -1.45181 -0.70278
C -1.09993 -1.82557 0.41517
C -1.13083 2.59843 -0.63850
C 0.73863 1.33492 1.19162
H -2.16193 2.87244 -0.29388
H -1.93043 -2.28812 0.11571
H -0.40611 -2.02461 -1.53323
H 1.92455 -0.10138 0.50109
H 0.91394 0.43074 -1.16094
H -1.11710 2.30095 -1.59145
H -0.62542 -2.18993 1.34021
H -0.38830 3.23163 -0.25643

***

14
Properties=species:S:1:pos:R:3 method="wB97M-V/def2-TZVPD" de_lowest_kj_mol=586.40 lumo_ev=1.0 homo_ha=-0.3231 e_tot_ha=-324.50112
O 2.35078 -0.02382 0.81527
N -2.39875 -0.83473 0.23193
C 0.10459 -0.41056 -0.17264
C -2.39924 0.46979 -0.48160
C -1.18283 -0.26841 -0.17365
C 1.39403 -0.41149 -0.08382
C 2.77039 -0.63320 -0.43654
H -2.68427 1.31676 0.14052
H -2.74449 0.51801 -1.51497
H 0.15872 1.88692 1.76624
H -2.70012 -1.62585 -0.33269
H 3.21575 -1.62118 -0.33208
H 0.83821 1.59343 1.69462
H 3.27722 0.04431 -1.12058

***

Copy entry 2 word for word.
38
Properties=species:S:1:pos:R:3 method="wB97M-V/def2-TZVPD" de_lowest_kj_mol=221.89 lumo_ev=0.4 homo_ha=-0.3380 e_tot_ha=-712.58196
O -3.33286 -1.50449 -1.50866
O 1.35589 4.33013 -0.67865
O 2.67386 2.40649 0.57902
O -0.23068 -2.30451 2.97734
O -3.17335 -1.99270 1.38405
N 1.30961 -0.43571 -0.93458
C 0.08050 1.22632 0.29891
C 0.12970 1.24710 -2.22743
C 1.21803 -1.80148 -1.49256
C -0.08563 0.51346 1.59584
C 0.06219 0.39120 -0.97446
C -0.19544 1.22875 2.70453
C 0.30734 -2.86004 -0.85819
H -3.59614 -0.86865 -2.17850
H 1.74926 3.44665 -0.62150
H -2.38364 -1.61965 -1.57990
H 0.53344 2.24680 -2.09894
H -0.16856 -0.55622 1.57357
H -0.75734 -2.67929 -0.96733
H 1.50128 -0.65841 0.04228
H 3.18206 1.61054 0.39730
H 0.59553 -1.90565 2.71178
H -0.58589 2.08256 0.12009
H -3.80431 -1.54846 1.95232
H 1.31976 4.80643 0.14984
H -0.41079 0.84564 3.70020
H 0.73661 -3.83613 -1.08061
H -0.18890 2.31195 2.78427
H -1.01778 -1.96921 2.53968
H 2.96885 2.83083 1.38960
H -3.48983 -2.00873 0.47158
H 2.25676 -2.13674 -1.49008
H -0.85758 1.46894 -2.64551
H 1.06455 1.75351 0.26647
H 0.42951 -2.84285 0.24203
H 0.70608 0.77048 -3.02531
H 0.88938 -1.69586 -2.53529
H -0.79148 -0.29302 -0.98319